Record 1
Entry from OMol25: a 2-piece molecular cluster, C7H15BF2NO8SSi overall (the ωB97M-V functional and the def2-TZVPD basis).

Values from the calculation:
HOMO energy ... -6.421 eV
Gap between HOMO and LUMO ... 8.85 eV
Charge ... -1

CARTESIAN COORDINATES (ANGSTROEM)
H: 1.537 -1.093 4.239
H: 3.464 -1.460 0.074
O: -0.436 2.125 1.015
O: -0.434 2.944 -2.638
H: 3.872 -2.581 1.353
C: 0.975 0.281 0.119
Si: 1.637 -1.638 1.819
H: -0.732 -2.364 1.595
F: -3.598 2.964 -5.619
C: 2.241 -1.604 3.587
H: 2.718 -3.046 0.106
S: -1.999 1.872 0.654
H: 2.380 -2.622 3.944
F: -4.339 1.541 -4.002
H: 1.931 0.219 -0.400
H: -0.872 0.081 2.818
O: -2.016 0.873 -0.360
H: 3.193 -1.080 3.624
H: 0.168 1.933 -0.967
O: 1.132 -0.112 1.483
C: 3.054 -2.223 0.732
B: -3.237 2.156 -4.557
O: -2.500 2.962 -3.519
H: 0.197 -3.502 2.563
H: -2.349 -0.646 2.804
H: 0.334 -3.517 0.818
C: -1.096 1.308 -4.339
O: -0.088 0.662 -4.454
O: -2.346 1.148 2.095
N: -1.692 -0.109 2.250
H: 0.243 -0.350 -0.387
H: 1.392 2.372 0.211
C: 0.232 -2.863 1.682
C: 0.538 1.723 0.032
C: -1.283 2.509 -3.378
O: -2.221 1.138 -4.993

***

Record 2
Entry from OMol25: C22H28N11O2S2SeV as an isolated structure (the ωB97M-V functional and the def2-TZVPD basis).

Values from the calculation:
HOMO energy (spin up / spin down) ... -5.957 / -5.958 eV
Gap between HOMO and LUMO (spin up / spin down) ... 3.96 / 3.50 eV
Energy relative to the best compared isomer or geometry (same formula, charge and spin) ... 2.660 eV
<S²> ... 2.0354
2S+1 ... 3

CARTESIAN COORDINATES (ANGSTROEM)
S: -0.752 3.994 0.771
H: -0.155 -8.355 0.643
H: 3.944 0.463 -0.394
C: 0.350 -6.465 -0.238
N: 0.301 0.956 3.975
H: 3.607 0.489 -2.122
H: -1.633 -7.354 2.351
H: -1.404 0.651 -1.907
N: 0.145 -0.181 3.151
O: 2.138 4.056 2.061
H: 0.666 -4.456 -0.909
H: 4.832 -0.614 -1.464
C: 2.810 -1.268 -1.128
N: -7.221 2.264 -1.748
C: -3.189 4.552 -0.334
C: -2.785 2.219 0.143
C: -4.058 1.921 -0.334
C: -4.889 2.918 -0.819
S: -1.750 0.938 0.759
C: -4.447 4.249 -0.819
N: -5.952 6.156 -1.732
H: 0.889 -0.545 1.000
H: -1.956 -4.905 2.430
H: -1.002 1.094 -4.357
Se: -0.925 -2.638 0.865
C: -1.123 -6.718 1.636
V: 0.390 2.017 0.443
H: 2.239 0.276 0.652
C: -1.306 -5.343 1.684
C: -6.192 2.562 -1.332
N: 0.188 2.031 -1.604
C: 0.907 2.039 3.487
C: -0.657 -4.501 0.772
H: 0.497 3.213 5.103
H: 0.309 -1.014 3.703
H: 0.755 -1.390 -0.922
C: 0.577 2.417 -3.768
N: 1.934 2.987 1.600
H: 3.680 -2.539 -2.644
C: -5.285 5.312 -1.328
C: -2.338 3.558 0.146
N: 0.952 3.149 4.208
C: -0.294 -7.281 0.678
H: -0.404 1.142 4.678
H: 2.428 -2.974 0.164
N: 1.491 1.879 2.260
H: 4.146 -2.666 -0.139
C: 0.170 -5.089 -0.193
C: 2.723 -2.062 -2.425
C: 3.179 -2.192 0.036
H: -4.401 0.895 -0.332
C: 0.971 2.728 -2.516
H: 0.995 -6.901 -0.993
H: -2.853 5.581 -0.333
N: 1.469 -0.646 -0.972
H: 1.969 -2.842 -2.362
C: 3.853 -0.166 -1.286
H: 3.256 -1.645 0.981
C: -0.660 1.316 -2.314
N: -0.465 1.514 -3.620
H: 0.922 2.749 -4.730
H: 1.749 3.395 -2.189
N: 1.319 0.055 0.287
H: -0.800 -0.186 2.773
O: 2.320 2.653 0.370
H: 2.462 -1.403 -3.255
H: 1.362 3.952 3.750

***

Record 3
Entry from OMol25: a 14-piece molecular cluster, C24H29Cl52N3OP overall (the ωB97M-V functional and the def2-TZVPD basis).

Values from the calculation:
HOMO energy ... -11.980 eV
Gap between HOMO and LUMO ... 9.63 eV
Charge ... +1

CARTESIAN COORDINATES (ANGSTROEM)
C: -3.327 -4.570 -0.699
H: -6.330 0.121 0.509
H: -6.738 3.210 -1.284
H: -1.606 -3.545 -3.091
H: -4.252 -3.571 1.261
C: -2.581 0.199 3.377
Cl: 2.405 2.771 3.666
Cl: 0.224 4.204 5.247
H: -4.866 1.929 -1.151
C: 5.910 6.398 8.435
H: -4.595 -0.919 -3.242
C: 2.239 -5.918 -9.874
C: -0.282 -10.909 -8.767
H: -7.783 1.980 -1.931
H: -1.181 -2.447 -4.581
Cl: -8.638 12.276 4.622
N: -5.446 -2.971 -0.579
Cl: 4.321 6.303 9.235
Cl: -0.670 5.565 2.835
C: -3.820 -1.384 -2.498
Cl: 7.906 -5.641 6.339
H: -5.768 1.114 -2.667
Cl: -6.682 14.287 3.852
Cl: 7.837 -1.757 -2.065
Cl: 9.272 0.953 7.997
Cl: 3.018 -4.915 -8.625
C: -7.055 12.545 3.850
H: -3.514 -0.280 3.947
N: -7.016 2.203 -1.260
Cl: 7.020 -3.021 5.438
Cl: 5.644 -3.627 -2.470
H: -2.283 -4.166 -0.360
Cl: 0.419 8.600 -0.200
Cl: -7.105 11.951 2.171
Cl: 7.455 -3.011 -4.663
Cl: 6.597 -5.357 3.757
Cl: -2.796 8.488 0.994
P: -4.616 -1.360 -0.738
Cl: 1.622 10.119 -2.371
C: -5.793 1.292 -1.500
C: -2.387 -0.594 -2.593
C: -4.593 -3.949 0.198
Cl: 9.294 -8.042 -0.590
C: 8.062 0.360 6.832
Cl: 7.005 1.707 6.337
N: -3.443 -1.150 0.588
H: -6.268 -2.748 0.037
Cl: 5.301 2.904 3.414
Cl: 0.280 -11.908 -10.130
H: -3.147 0.947 -0.238
C: -1.130 -1.366 -1.850
Cl: -2.496 3.826 4.286
C: -4.223 8.077 1.977
Cl: 7.080 -0.917 7.593
Cl: -1.648 -11.719 -7.960
H: -5.290 -4.895 0.413
H: -2.463 0.553 -2.276
C: -6.065 -0.063 -0.617
Cl: 6.364 4.788 7.822
Cl: 7.321 -6.773 1.131
Cl: 1.049 -10.688 -7.604
Cl: 5.570 -1.003 -3.725
H: -3.526 -4.476 -1.864
Cl: 3.111 -5.730 -11.417
H: -3.978 -1.312 1.493
H: -3.609 -2.508 -2.836
H: -0.519 -0.661 -1.112
H: -2.100 -0.566 -3.752
H: -3.307 -5.744 -0.485
H: -2.072 0.953 4.113
C: -0.801 4.070 3.796
Cl: -0.261 2.684 2.814
C: 2.991 -3.864 -5.355
C: 0.263 10.053 -1.220
Cl: -0.809 -9.319 -9.374
C: 3.942 2.838 4.565
Cl: -1.274 9.985 -2.119
H: -1.690 0.130 0.634
Cl: 6.612 -7.522 -1.590
C: 6.646 -4.763 5.435
Cl: 3.965 4.292 5.595
Cl: 7.132 6.954 9.607
H: -2.608 2.070 2.020
Cl: -3.970 6.497 2.760
Cl: 5.823 7.548 7.077
C: -0.702 -2.985 -3.632
Cl: 8.890 -0.301 5.400
C: -3.192 1.031 2.093
Cl: 0.286 11.507 -0.190
Cl: 0.547 -5.399 -10.082
Cl: 4.419 -3.453 -6.339
O: -0.128 -1.910 -2.798
H: -1.528 -2.290 -1.233
H: -6.988 -0.614 -1.137
Cl: 2.750 -2.615 -4.107
H: -4.326 1.315 2.194
C: 6.626 -2.349 -3.231
Cl: 5.064 -5.032 6.208
H: 0.101 -3.730 -4.063
Cl: -4.465 9.326 3.225
Cl: 4.098 1.386 5.585
Cl: 8.444 -5.311 -1.120
Cl: -5.796 11.667 4.754
Cl: 2.279 -7.627 -9.374
Cl: -5.663 7.997 0.931
Cl: 1.552 -3.944 -6.402
C: -2.878 0.251 0.663
H: -1.835 -0.651 3.018
Cl: 3.245 -5.445 -4.572
C: 7.918 -6.912 -0.542

***

Record 4
Entry from OMol25: a 2-piece molecular cluster, C4H11N2 overall (the ωB97M-V functional and the def2-TZVPD basis).

Values from the calculation:
HOMO energy ... -12.103 eV
Gap between HOMO and LUMO ... 5.20 eV
Energy relative to the best compared isomer or geometry (same formula, charge and spin) ... 3.679 eV
Charge ... +1

CARTESIAN COORDINATES (ANGSTROEM)
C: 0.571 1.186 -1.498
C: 0.165 -0.103 -1.310
H: 1.563 -3.070 -0.701
C: 0.730 -1.155 -0.606
H: -0.687 2.710 -1.729
H: 0.135 2.452 -3.104
H: -1.162 0.579 3.521
N: -0.257 1.990 -2.297
H: 1.259 -0.995 0.331
H: -0.757 -0.294 -1.861
H: -1.954 0.666 4.971
C: 0.644 -2.565 -1.001
H: 1.519 1.629 -1.203
H: -0.909 1.882 4.532
N: -1.128 0.909 4.465
H: -0.172 -3.067 -0.458
H: 0.439 -2.755 -2.053

***

Record 5
Entry from OMol25: C39H40CuN8O4S3Si as an isolated structure (the ωB97M-V functional and the def2-TZVPD basis).

Values from the calculation:
HOMO energy (spin up / spin down) ... -7.385 / -7.326 eV
Gap between HOMO and LUMO (spin up / spin down) ... 6.76 / 6.60 eV
<S²> ... 0.7527
2S+1 ... 2

CARTESIAN COORDINATES (ANGSTROEM)
H: 0.237 -5.058 6.044
N: 1.005 -0.556 5.121
S: -0.509 -0.810 2.957
C: -1.849 -3.292 -4.794
H: 0.765 0.179 -6.436
H: 4.703 0.046 -0.838
H: 1.364 -2.392 -2.213
H: 4.595 -0.574 0.825
C: 4.321 -0.772 -0.215
H: -1.195 3.905 -0.225
H: 0.303 -3.670 7.134
C: -2.209 -1.724 -0.058
C: 0.427 0.164 -4.317
C: -3.199 -3.523 -1.258
H: 2.159 -1.941 1.860
C: 2.001 -2.322 0.845
H: -2.817 0.703 2.077
O: -1.826 1.358 -1.889
C: 0.932 -0.590 6.589
C: 2.815 1.743 1.229
C: 0.887 -4.273 6.436
C: -1.048 -2.080 -4.698
H: 2.599 -3.234 0.716
C: 1.437 -3.416 5.303
C: 0.100 4.045 -5.372
C: 0.532 3.048 -2.771
H: 0.114 0.057 6.916
C: 0.317 -1.399 4.298
C: -0.432 -1.482 -5.797
H: 0.998 0.378 4.739
C: 0.518 2.921 2.200
N: 0.385 -2.716 4.566
H: -5.192 4.205 1.306
N: -1.492 -1.353 -1.111
H: -0.077 4.427 -6.371
Cu: -0.291 0.415 -1.152
C: 2.237 -0.136 7.221
N: -3.210 -4.914 -3.901
H: 0.714 2.662 -1.774
H: 1.981 -4.045 4.598
C: -0.819 3.227 -4.746
C: -2.537 -3.807 -3.658
C: 1.258 4.364 -4.669
H: 2.003 5.005 -5.126
C: -0.627 2.747 -3.468
S: -2.310 2.470 -5.355
N: -2.722 1.735 -3.958
H: 2.150 -0.108 8.309
C: 0.302 -0.339 -5.607
S: -2.969 -5.247 -5.461
C: 2.322 -1.871 -2.102
N: 1.466 0.363 -0.336
C: -4.138 2.392 1.764
C: 1.748 3.320 2.707
O: -1.913 1.485 -6.330
H: 0.679 -1.594 6.912
C: 1.478 3.862 -3.388
O: -0.762 1.458 0.737
C: -3.082 -2.807 -0.092
H: -0.165 -3.268 3.931
C: 2.896 2.720 2.213
C: 0.459 1.952 1.219
H: 1.013 1.059 -4.128
H: 3.054 -0.809 6.950
C: -4.269 3.650 1.195
C: -0.909 -1.488 -3.445
C: 1.591 1.318 0.686
C: -3.207 4.198 0.483
Si: 2.479 -1.049 -0.435
H: 2.146 -2.684 5.674
H: 1.800 4.088 3.468
H: 2.422 -1.158 -2.925
H: 0.940 -2.583 0.755
C: -1.795 1.893 -3.047
C: -2.952 1.679 1.621
H: -4.956 1.962 2.327
H: -3.860 -4.378 -1.336
C: -2.462 -3.130 -2.373
H: -0.562 -1.920 -6.779
H: 2.500 0.867 6.875
H: -3.649 -3.067 0.791
O: -3.280 3.452 -5.735
H: 3.728 1.314 0.841
N: -0.157 -0.392 -3.265
N: -2.011 -4.021 -5.881
C: -1.628 -2.021 -2.269
H: -0.397 3.361 2.575
H: 2.396 4.107 -2.867
H: 3.118 -2.617 -2.203
H: -3.302 5.179 0.030
C: -2.025 3.491 0.334
H: 4.833 -1.692 -0.521
C: -1.919 2.234 0.899
H: 3.870 3.018 2.585
H: 1.702 -4.752 6.985
H: -2.071 -1.148 0.847

***

Record 6
Entry from OMol25: H15LiO8 as an isolated structure (the ωB97M-V functional and the def2-TZVPD basis).

Values from the calculation:
HOMO energy ... -9.591 eV
Gap between HOMO and LUMO ... 9.40 eV
Energy relative to the best compared isomer or geometry (same formula, charge and spin) ... 0.000 eV

CARTESIAN COORDINATES (ANGSTROEM)
O: 1.132 -2.706 -0.683
O: 2.316 0.484 0.110
H: -0.151 0.769 -2.202
H: 0.529 -0.828 2.631
H: 0.410 2.940 1.456
H: 0.573 -3.518 -0.736
H: -1.438 -0.089 1.422
O: 0.350 -0.022 -2.073
H: 0.103 1.620 1.387
H: -3.157 -0.309 -1.460
Li: 0.465 -0.711 -0.131
H: 0.034 -0.586 -2.644
H: 0.433 -2.332 2.238
H: -1.004 2.832 -1.228
O: -2.959 -0.939 -0.730
H: 2.063 1.394 0.496
O: 0.913 -1.397 2.053
H: -1.495 1.307 -0.644
O: 0.789 2.166 1.821
O: -1.631 2.120 -1.237
H: 1.765 -2.758 0.000
H: 3.224 0.644 -0.166
H: -2.307 -0.457 -0.292
O: -0.946 0.372 0.620

***

Record 7
Entry from OMol25: C19H27BF16NNbO7S as an isolated structure (the ωB97M-V functional and the def2-TZVPD basis).

Values from the calculation:
HOMO energy ... -0.738 eV
Gap between HOMO and LUMO ... 3.86 eV
Charge ... -2

CARTESIAN COORDINATES (ANGSTROEM)
H: 1.255 -2.539 -2.931
O: -0.250 -2.696 -5.193
F: 3.565 2.226 4.407
F: 2.523 0.706 3.245
H: 0.271 2.618 2.434
O: -1.355 2.365 0.331
H: 0.927 -4.818 -0.954
C: -2.226 0.215 -4.351
C: 3.500 1.632 3.192
H: -5.226 -3.625 -2.736
O: -4.036 0.153 -0.976
F: -0.735 4.321 2.261
H: 0.592 -0.817 0.123
F: 7.994 3.457 4.937
H: -0.526 -0.080 -1.025
H: 5.816 2.833 2.329
C: 6.069 1.840 2.697
F: -3.345 3.697 1.620
H: -3.687 -1.840 -3.463
H: -2.905 -4.725 -2.372
H: -6.259 -3.864 -1.333
H: 7.463 1.435 6.384
Nb: -2.122 -1.991 -2.496
C: -3.398 3.839 0.272
O: -2.707 -1.298 0.127
C: 4.822 0.952 2.833
C: 6.821 2.783 4.818
H: -4.661 -5.765 -1.528
B: -1.335 -3.099 -4.407
F: 4.627 0.393 1.612
H: 3.230 2.379 2.439
H: 0.415 -3.391 -5.163
H: -2.200 3.134 -1.419
H: -3.372 5.470 -1.154
C: -3.228 -0.790 -0.869
O: -1.941 -4.299 -4.834
H: -0.452 -2.760 -0.390
H: -0.042 -4.794 -2.406
C: -5.342 -3.395 -1.683
C: -3.217 5.315 -0.084
F: 1.379 4.141 1.742
F: -0.109 4.038 -0.524
H: 1.747 -4.907 -2.483
N: -1.508 -0.105 -3.467
F: -4.134 6.062 0.595
H: -5.425 -2.326 -1.557
C: 0.245 -0.834 -0.908
C: -0.174 3.009 0.350
C: -4.196 -3.992 -0.893
F: 0.801 2.135 0.007
C: 0.897 -4.457 -1.978
H: -2.092 -4.293 -0.896
H: 6.655 1.365 1.913
F: -1.995 5.779 0.262
H: 1.079 -0.513 -1.528
H: 1.896 -2.733 -1.335
O: 6.966 1.898 3.796
C: 0.184 3.474 1.763
F: 5.866 3.694 4.583
F: 5.496 1.308 6.114
S: -3.224 0.946 -5.385
H: -4.126 -3.548 0.088
H: -2.860 -4.054 -4.950
F: -4.669 3.551 -0.112
H: -3.097 1.917 -0.550
C: -0.189 -2.255 -1.312
F: 5.079 -0.052 3.702
F: 6.451 2.995 7.128
C: -2.848 -3.958 -1.598
C: 6.603 2.066 6.154
C: 1.010 -2.943 -1.954
O: -4.555 -5.402 -0.649
C: -2.480 2.820 -0.414

***

Record 8
Entry from OMol25: one molecule with the formula C24H28N2O3 (the ωB97M-V functional and the def2-TZVPD basis).

Values from the calculation:
HOMO energy ... -7.715 eV
Gap between HOMO and LUMO ... 8.42 eV
Energy relative to the best compared isomer or geometry (same formula, charge and spin) ... 1.591 eV
SMILES string ... COc1ccc(C(=O)[C@H]2CCCN(Cc3c(C)[nH]c4ccccc34)C2)c(OC)c1

CARTESIAN COORDINATES (ANGSTROEM)
C: 1.050 3.274 -1.952
H: -2.252 -2.841 1.815
C: -3.144 1.694 0.122
H: 0.193 -2.817 1.711
H: -4.545 -0.402 -1.125
C: -2.499 -1.836 -0.056
H: -2.372 -0.770 -1.925
C: -0.443 -1.194 -1.178
C: 3.898 0.963 0.587
H: -2.832 0.489 3.264
C: 2.043 -0.166 1.552
H: 4.359 -2.456 0.406
C: 1.374 -0.190 -2.397
C: -2.523 0.912 2.320
H: 1.414 0.562 -3.184
H: 5.554 -0.272 -0.018
H: 1.091 4.357 -1.817
H: -5.679 -1.706 -0.694
O: 0.006 -0.499 -2.247
C: 0.320 -1.787 -0.163
C: -1.841 -1.236 -1.111
C: 2.528 -1.536 1.076
N: 2.450 0.879 0.633
H: -3.887 1.903 -0.635
H: -4.424 -1.994 -1.926
C: -0.812 1.758 0.885
C: -1.197 1.221 2.115
C: 1.788 2.144 0.947
H: -0.473 1.060 2.900
H: 1.787 0.215 -1.467
C: 0.152 2.657 -0.937
C: -1.741 -2.384 0.984
H: 0.955 -0.163 1.611
C: -3.488 1.145 1.338
O: -3.845 -1.947 0.065
H: 0.684 3.073 -2.956
H: 4.091 -0.480 -0.990
H: 1.950 -1.067 -2.704
H: 2.395 2.957 0.541
H: 1.711 2.295 2.037
C: -0.373 -2.351 0.918
H: 2.449 0.024 2.566
H: 4.326 1.151 1.590
C: 4.046 -1.526 0.883
H: 4.528 -1.459 1.862
H: 2.277 -2.273 1.847
C: -4.654 -1.481 -0.987
H: -1.640 2.781 -2.050
H: 4.180 1.796 -0.063
C: 4.465 -0.338 0.024
C: -1.806 1.988 -0.097
C: 1.794 -1.970 -0.189
H: 2.057 2.878 -1.860
C: 0.428 2.196 0.324
N: -1.191 2.537 -1.184
O: 2.369 -2.502 -1.114
H: -4.518 0.896 1.543

***

Record 9
Entry from OMol25: one molecule with the formula C6H11N (the ωB97M-V functional and the def2-TZVPD basis).

Values from the calculation:
HOMO energy ... -6.832 eV
Gap between HOMO and LUMO ... 7.59 eV
Energy relative to the best compared isomer or geometry (same formula, charge and spin) ... 2.425 eV
SMILES string ... C=CC(N)=C(C)C

CARTESIAN COORDINATES (ANGSTROEM)
H: 1.418 1.309 1.738
H: 0.216 1.635 -2.084
C: -1.656 -1.922 1.126
C: -0.543 -0.128 -0.235
C: -1.120 -0.715 0.985
H: 2.547 0.564 0.522
H: 1.766 2.075 -1.240
C: 0.705 1.825 -1.136
C: 0.544 0.704 -0.139
C: 1.559 0.544 0.972
H: -1.431 -1.586 -1.616
H: -1.880 -2.497 0.231
H: 1.464 -0.467 1.362
H: -1.790 -2.504 2.025
H: -0.931 -0.111 1.869
N: -0.838 -0.805 -1.412
H: -0.279 -0.658 -2.233
H: 0.249 2.738 -0.735

***

So what do the calculations give for calculated total energy? Going down the list: -1844.995148, -5749.641889, -25442.072193, -268.169676, -5373.827031, -618.489716, -3399.483713, -1266.572958, -289.882574 Eh.